Entry from the Open Molecules 2025 dataset: a structure of composition C6H13N (ωB97M-V/def2-TZVPD).

ORCA input file:
```
! wB97M-V def2-TZVPD RIJCOSX def2/J DEFGRID3
* xyz 0 1
H 1.94099 -0.93120 1.59934
H -0.11999 1.86576 0.96016
H 1.75263 -2.58778 0.91898
C 1.06209 -1.00844 -0.33149
H 2.10051 -0.18624 -2.08654
H 0.34199 -1.70107 1.55678
C 2.11036 -0.17787 -1.00696
H 0.40016 -1.58145 -0.98850
C -0.70645 1.07142 0.39426
N 0.97603 0.41256 -0.39874
C -2.91277 0.50531 0.04552
C -0.13137 1.09384 -1.00339
H 0.26277 2.00389 -1.52112
H 3.02312 0.06604 -0.47242
C 1.29229 -1.60112 1.02379
H -2.91094 -0.19912 -0.80674
H -1.44226 0.19321 0.63089
H -3.47018 0.10513 0.90560
H -3.33518 1.44134 -0.27205
H -0.76236 0.56383 -1.72907
*
```

## Properties
Total energy: -7916.026 eV
HOMO energy (spin up / spin down): -7.033 / -7.034 eV
Kohn-Sham gap (spin up / spin down): 8.00 / 8.00 eV
ΔE to the lowest compared entry with this formula, charge and spin: 6.807 eV